Here is a structure of composition C50H26BBaBrF8N8P from OMol25. Energies are from ωB97M-V/def2-TZVPD.

Its charge is -1. For the LUMO energy (alpha / beta), the calculation gives 1.2 / 1.2 eV. For the orbital gap (alpha / beta), the calculation gives 4.895 / 5.599 eV. Its multiplicity is 1.

Element x y z (Å)
Ba1 9.16 13.86 13.44
C1 9.83 19.91 10.96
C2 8.83 19.55 10.05
C3 8.45 18.22 9.88
C4 9.13 17.28 10.63
C5 8.98 15.81 10.72
N1 9.86 15.35 11.60
C6 10.57 16.37 12.15
N2 11.38 16.22 13.15
C7 11.77 14.93 13.41
C8 12.48 14.05 12.52
C9 13.29 14.27 11.41
C10 13.97 13.19 10.88
C11 13.83 11.90 11.43
C12 13.03 11.69 12.53
C13 12.37 12.78 13.08
C14 11.61 12.98 14.28
N3 10.99 12.02 15.05
C15 10.14 11.26 14.46
N4 9.61 11.53 13.24
C16 8.53 10.78 13.03
N5 7.70 10.84 12.02
C17 7.64 11.87 11.16
N6 8.16 13.09 11.29
C18 7.83 13.85 10.23
N7 8.11 15.14 10.01
C19 7.03 13.05 9.31
C20 6.46 13.33 8.08
C21 5.71 12.32 7.48
C22 5.53 11.09 8.11
C23 6.12 10.81 9.33
C24 6.88 11.80 9.91
C25 8.39 9.83 14.14
C26 7.44 8.87 14.42
C27 7.56 8.18 15.62
C28 8.60 8.45 16.51
C29 9.53 9.45 16.23
C30 9.40 10.13 15.04
N8 11.38 14.29 14.53
C31 10.12 17.64 11.53
C32 10.49 18.95 11.72
H1 10.09 20.95 11.08
H2 8.33 20.34 9.48
H3 7.67 17.94 9.19
H4 13.41 15.26 10.97
H5 14.61 13.33 10.02
H6 14.37 11.07 10.99
H7 12.93 10.71 12.97
H8 6.59 14.30 7.61
H9 5.26 12.50 6.51
H10 4.92 10.34 7.63
H11 5.99 9.84 9.81
H12 6.60 8.69 13.75
H13 6.84 7.42 15.88
H14 8.66 7.90 17.44
H15 10.32 9.70 16.93
H16 11.25 19.24 12.44
F1 6.13 21.38 11.52
C33 6.78 20.53 12.33
C34 7.80 20.98 13.14
F2 8.16 22.28 13.11
C35 8.46 20.10 13.99
F3 9.44 20.63 14.74
C36 8.14 18.75 14.04
P1 9.05 17.42 14.97
C37 10.32 18.39 15.88
C38 10.05 19.08 17.06
C39 11.06 19.78 17.70
C40 12.35 19.78 17.19
C41 12.63 19.07 16.03
C42 11.62 18.37 15.38
C43 7.92 17.16 16.37
C44 6.62 17.62 16.49
C45 5.89 17.33 17.64
C46 6.45 16.60 18.67
C47 7.76 16.13 18.55
C48 8.48 16.40 17.41
C49 7.12 18.31 13.19
Br1 6.59 16.49 13.19
C50 6.45 19.18 12.35
F4 5.48 18.74 11.54
H17 9.05 19.10 17.47
H18 10.83 20.33 18.62
H19 13.13 20.33 17.69
H20 13.64 19.05 15.64
H21 11.84 17.78 14.50
H22 6.16 18.19 15.70
H23 4.87 17.69 17.73
H24 5.87 16.38 19.56
H25 8.19 15.54 19.34
H26 9.49 16.02 17.31
F5 6.98 13.29 13.98
B1 7.13 13.62 15.38
F6 7.37 12.48 16.09
F7 8.30 14.44 15.43
F8 6.07 14.33 15.80